Record 1
{
  "formula": "CH3ClFN",
  "method": "ωB97M-V/def2-TZVPD",
  "s_squared": 2.008,
  "total_energy_ev": -17808.071,
  "relative_energy_kcal_mol": 56.7,
  "spin_multiplicity": 3,
  "orbital_gap_ev": [7.5, 9.9],
  "homo_ev": [-6.79, -12.08],
  "elements": ["Cl", "F", "N", "C", "H", "H", "H"],
  "xyz": [[-2.9606, -0.7547, 0.0991], [-2.2081, 1.5756, 0.1469], [-1.9827, 0.4394, -0.5791], [-0.0571, -0.0071, -0.0483], [-0.3445, 0.3332, 0.9577], [0.4331, 0.8575, -0.5650], [-0.0072, -1.1204, -0.1209]],
  "nbo_charge": [0.162, -0.225, 0.113, -0.621, 0.166, 0.202, 0.203]
}



Record 2
{
  "formula": "CH10N2O3",
  "method": "ωB97M-V/def2-TZVPD",
  "total_energy_ev": -10321.598,
  "relative_energy_kcal_mol": 22.6,
  "orbital_gap_ev": 10.0,
  "homo_ev": -9.37,
  "elements": ["O", "O", "O", "N", "N", "C", "H", "H", "H", "H", "H", "H", "H", "H", "H", "H"],
  "xyz": [[5.3583, -0.4997, 4.2214], [-0.3075, 1.4867, -1.7467], [4.1088, 0.4259, 1.7105], [-3.4567, -0.3303, -0.8843], [-3.7720, -0.2071, -3.1230], [-4.2399, -0.4673, -1.8683], [4.6816, -1.1861, 4.1910], [5.5263, -0.3894, 5.1631], [-4.4478, -0.0593, -3.8523], [-0.8602, 0.8579, -1.2677], [-2.9020, 0.3032, -3.1627], [-5.1307, -1.1003, -1.8687], [0.4574, 1.0212, -2.0939], [-3.7550, -0.6226, 0.0280], [4.7785, -0.1599, 2.0312], [3.9611, 0.9272, 2.5221]],
  "nbo_charge": [-0.952, -0.958, -0.935, -0.751, -0.810, 0.278, 0.474, 0.478, 0.384, 0.486, 0.401, 0.148, 0.470, 0.352, 0.468, 0.468]
}



Record 3
{
  "formula": "C3H7NO",
  "method": "ωB97M-V/def2-TZVPD",
  "total_energy_ev": -6759.742,
  "relative_energy_kcal_mol": 69.4,
  "orbital_gap_ev": 10.6,
  "homo_ev": -9.47,
  "elements": ["O", "N", "C", "C", "C", "H", "H", "H", "H", "H", "H", "H"],
  "xyz": [[-1.3346, -0.9119, -2.2260], [-0.6540, 0.0164, -1.4098], [0.0990, 0.4703, 1.6010], [0.1716, -0.6271, -0.6325], [0.8736, 0.2894, 0.3059], [-0.8935, 0.8915, 1.4100], [-1.9661, -0.3532, -2.7124], [-0.0453, -0.4852, 2.1165], [0.6290, 1.1494, 2.2749], [0.6666, 1.2489, -0.3465], [0.5632, -1.6251, -0.8765], [1.8906, -0.0635, 0.4953]],
  "nbo_charge": [-0.580, -0.146, -0.601, 0.044, -0.465, 0.215, 0.472, 0.201, 0.210, 0.240, 0.192, 0.216]
}



Record 4
{
  "formula": "C5H13N3O",
  "method": "ωB97M-V/def2-TZVPD",
  "total_energy_ev": -11908.041,
  "relative_energy_kcal_mol": 151.6,
  "orbital_gap_ev": 9.7,
  "homo_ev": -8.99,
  "elements": ["O", "N", "N", "N", "C", "C", "C", "C", "C", "H", "H", "H", "H", "H", "H", "H", "H", "H", "H", "H", "H", "H"],
  "xyz": [[0.8200, -1.3691, 0.2673], [-2.3936, -0.3606, -0.4257], [-1.5464, -0.4878, 0.7172], [-3.1333, -1.5619, -0.6211], [1.1851, 0.2105, -1.4886], [1.4381, -0.3407, -0.1007], [0.3677, 1.4238, 0.9570], [2.8017, -0.0661, 0.4900], [0.5443, 2.5202, 1.4528], [0.1346, 0.1054, -1.7516], [1.7842, -0.3758, -2.1923], [3.1226, 0.9572, 0.3117], [2.7923, -0.2752, 1.5570], [-0.6883, -1.1231, 0.4910], [-4.1346, -1.3993, -0.5968], [-3.0186, 0.4231, -0.2565], [1.4675, 1.2584, -1.5594], [-0.8436, 0.4814, 0.8741], [-2.8811, -1.9448, -1.5246], [-2.0377, -0.8217, 1.5483], [0.7102, 3.4967, 1.8408], [3.5088, -0.7506, 0.0102]],
  "nbo_charge": [-0.709, -0.306, -0.649, -0.683, -0.719, 0.668, -0.434, -0.709, -0.357, 0.230, 0.225, 0.227, 0.238, 0.456, 0.353, 0.347, 0.232, 0.406, 0.364, 0.374, 0.217, 0.227]
}



Record 5
{
  "formula": "C8H5BrCl3N3O5P",
  "method": "ωB97M-V/def2-TZVPD",
  "total_charge": -1,
  "total_energy_ev": -139980.570,
  "orbital_gap_ev": 2.8,
  "homo_ev": -1.49,
  "elements": ["Br", "Cl", "Cl", "Cl", "P", "O", "O", "O", "O", "O", "N", "N", "N", "C", "C", "C", "C", "C", "C", "C", "C", "H", "H", "H", "H", "H"],
  "xyz": [[-3.0233, -1.1630, 2.9401], [-0.5640, 1.6417, 0.9096], [2.3397, 1.3444, -1.6133], [2.4611, -1.2572, 1.7911], [-3.1862, -0.6658, 0.6907], [-3.6909, 0.8545, 0.5978], [-1.7202, 3.5827, -2.5328], [-2.8417, 2.1105, -1.2374], [-1.0964, -4.4616, 1.0540], [-2.8876, 4.3326, -0.8378], [-1.4572, -3.0491, -0.8250], [0.7032, -0.3805, -0.3017], [-0.8113, -1.8137, -0.5054], [4.2595, 0.4775, 0.6609], [-1.4183, -0.7573, 0.1195], [0.4770, -1.6128, -0.7841], [2.8812, -0.0961, 0.5606], [-2.4955, 3.3254, -1.5347], [-0.4071, 0.1526, 0.2398], [1.9860, 0.2228, -0.3621], [-1.2803, -3.7927, 0.1522], [1.1625, -2.2691, -1.2737], [-3.1277, 1.4617, -0.0487], [4.9604, -0.2278, 0.2193], [4.2904, 1.4576, 0.2023], [4.4870, 0.5826, 1.7188]],
  "nbo_charge": [-0.359, 0.229, 0.107, 0.016, 1.094, -0.985, -0.892, -0.909, -0.400, -0.883, -0.404, -0.342, -0.120, -0.656, -0.226, 0.201, 0.011, 0.933, 0.135, 0.057, 0.896, 0.251, 0.520, 0.235, 0.251, 0.238]
}



Record 6
{
  "formula": "H20O10",
  "method": "ωB97M-V/def2-TZVPD",
  "total_charge": 1,
  "s_squared": 0.757,
  "total_energy_ev": -20789.497,
  "relative_energy_kcal_mol": 13.2,
  "spin_multiplicity": 2,
  "orbital_gap_ev": [10.9, 3.6],
  "homo_ev": [-14.22, -14.22],
  "elements": ["O", "O", "O", "O", "O", "O", "O", "O", "O", "O", "H", "H", "H", "H", "H", "H", "H", "H", "H", "H", "H", "H", "H", "H", "H", "H", "H", "H", "H", "H"],
  "xyz": [[1.2632, 1.0425, 2.4121], [0.8607, -2.5370, 2.4815], [1.9677, -0.8546, -2.1571], [1.6645, 2.3475, -1.2664], [-0.9608, 2.9628, 1.8864], [-1.1116, 2.1437, -1.0833], [-0.8458, -1.0804, -2.9754], [-2.4647, -1.5568, 1.0224], [-0.1569, -0.2775, 0.4419], [-0.1602, -2.9505, -0.8207], [2.4190, -0.4661, -1.4076], [1.8904, -1.7827, -1.9359], [1.9358, 2.9579, -1.9519], [-1.8739, 2.8461, 1.6239], [-0.0837, -0.5315, -3.1598], [-0.1894, 0.3207, -0.3047], [0.7122, 2.4369, -1.2287], [-0.9852, -3.3115, -0.4961], [1.6040, -2.3672, 3.0601], [-0.4197, -2.1928, -1.3450], [-1.5746, -1.2224, 0.9121], [1.2268, -2.4837, 1.5986], [-2.7113, -1.2950, 1.9094], [0.8003, 0.6173, 3.1339], [-0.5571, 2.1078, 1.7371], [2.1746, 0.7697, 2.5176], [-1.5924, -0.4851, -3.0429], [-1.4422, 1.9672, -1.9641], [0.3891, 0.1726, 1.0865], [-1.7787, 2.7019, -0.6839]],
  "nbo_charge": [-0.952, -0.940, -0.936, -0.972, -0.912, -0.968, -0.964, -0.724, -0.771, -0.619, 0.485, 0.471, 0.479, 0.455, 0.503, 0.520, 0.480, 0.498, 0.477, 0.512, 0.490, 0.470, 0.489, 0.490, 0.458, 0.501, 0.478, 0.485, 0.514, 0.502]
}